# 1
Entry from the Open Molecules 2025 dataset: a 2-piece molecular cluster, C12H17NOP overall (ωB97M-V/def2-TZVPD).

```
! wB97M-V def2-TZVPD RIJCOSX def2/J DEFGRID3
* xyz 1 1
C -2.78871 -0.82735 -0.99017
C -3.28995 0.25325 -0.27248
C -1.98330 -1.78527 -0.30740
C -2.83940 0.51285 1.02250
C -1.54755 -1.51387 0.96584
C -1.89829 -0.35400 1.62220
C -1.12253 2.76827 -1.03453
C 3.57776 0.07106 -0.04061
C 2.46674 0.67221 0.86662
C 3.10956 -1.40503 -0.13451
C 1.19246 -0.17747 0.50190
C 0.31518 0.60206 -0.31357
N 1.64686 -1.39955 -0.01604
O -0.06928 0.07088 -1.49710
P -0.26199 2.24569 0.27298
H -3.17483 -1.07015 -1.98066
H -3.76150 1.15334 -0.84534
H -1.69846 -2.68123 -0.91057
H -3.11440 1.48315 1.44891
H -0.98752 -2.20583 1.57480
H -1.43428 3.83904 -1.06639
H -1.73517 2.15901 -1.63253
H 3.57230 0.44146 -1.00172
H 4.49222 0.28776 0.52185
H 2.60749 0.56488 1.97118
H 2.21770 1.70263 0.57914
H 3.51942 -1.93156 -1.06733
H 3.48350 -1.97781 0.62557
H 0.55162 -0.23247 1.31252
H -1.47524 -0.18619 2.65278
H 1.01005 -1.66251 -0.69844
H -0.58047 0.58272 -2.12939
*
```

frontier orbital gap = 6.87 eV
HOMO level = -0.46337 Ha
lowest unoccupied orbital energy = -5.7 eV

Atom charges from the Löwdin analysis, given in e for atoms 1 to 2: C -0.0919; C -0.1145

---

# 2
Entry from the Open Molecules 2025 dataset: C39H52N2O3PS4SbSi3Tl as an isolated structure (ωB97M-V/def2-TZVPD).

```
! wB97M-V def2-TZVPD RIJCOSX def2/J DEFGRID3
* xyz -1 1
Tl -0.18068 0.36507 1.18257
O -0.49420 -0.12499 8.30431
C -0.32883 0.10760 7.13700
S -1.31767 1.22573 6.20142
C -0.41876 1.13661 4.66879
C 0.65170 0.28911 4.66626
S 1.66020 -0.02935 3.32941
S 0.92464 -0.63802 6.14944
S -0.96541 2.05495 3.34588
C 1.25689 1.16031 -4.08946
Sb 1.20526 1.60000 -1.89731
C -0.50315 0.21472 -1.36454
C -0.36060 -1.15228 -1.80267
C -0.46849 -1.46094 -3.17347
C -0.32633 -2.76120 -3.59634
C -0.04282 -3.74829 -2.65848
C 0.03100 -3.36009 -1.33305
N -0.14902 -2.12090 -0.91171
Si -2.23518 0.95418 -1.58815
C -2.72539 2.25970 -0.30850
C -2.40678 1.76134 -3.32460
C -3.47769 -0.50789 -1.47952
C 3.31301 0.84025 -1.30103
C 3.27916 -0.15166 -0.20497
C 4.45401 -0.48251 0.48849
C 4.44861 -1.51752 1.39484
C 3.26980 -2.22146 1.59186
C 2.14561 -1.79004 0.92127
N 2.14069 -0.78068 0.05451
Si 4.23356 -0.08228 -2.70300
C 5.95676 -0.80766 -2.24465
C 4.66529 1.03471 -4.19354
C 3.25422 -1.65774 -3.16007
Si 4.10617 2.46760 -0.62551
C 6.01867 2.53778 -0.85127
C 3.68497 2.66129 1.21582
C 3.49060 4.00507 -1.57370
H 0.24103 1.21133 -4.46481
H 1.72480 0.25231 -4.44316
H 1.79735 2.00667 -4.50525
H -0.69788 -0.67625 -3.87218
H -0.43928 -3.01171 -4.64390
H 0.10231 -4.77868 -2.95155
H 0.24747 -4.08870 -0.55902
H -2.28026 3.21966 -0.54094
H -2.38154 1.98780 0.68605
H -3.80227 2.39369 -0.25845
H -1.69593 2.57402 -3.45353
H -3.40328 2.16681 -3.47446
H -2.22975 1.03711 -4.11283
H -3.20816 -1.17567 -0.66314
H -3.50658 -1.09879 -2.39152
H -4.48263 -0.14361 -1.28853
H 5.35339 0.07923 0.30202
H 5.34870 -1.77737 1.93730
H 3.21972 -3.04812 2.27980
H 1.19457 -2.28128 1.06679
H 6.64766 -0.05421 -1.88130
H 6.40116 -1.25590 -3.13057
H 5.87844 -1.58251 -1.48841
H 5.61311 1.53674 -4.03127
H 3.92193 1.79577 -4.38429
H 4.76841 0.43228 -5.08948
H 3.31990 -2.37772 -2.34913
H 3.65486 -2.12982 -4.05237
H 2.20148 -1.46252 -3.32083
H 6.54460 1.83638 -0.21116
H 6.37108 3.53228 -0.59235
H 6.31246 2.34003 -1.87687
H 4.11708 1.88000 1.83386
H 2.60697 2.59874 1.33410
H 3.99942 3.62492 1.60819
H 3.39015 3.82003 -2.63864
H 4.16697 4.84195 -1.43926
H 2.51795 4.29404 -1.19232
O -0.87274 4.12813 1.54817
C 0.07051 3.83313 0.84870
O 0.53227 2.69066 0.55688
H 0.64405 4.67633 0.34565
C -3.05963 -1.04694 4.21329
P -2.99556 -0.86753 2.37222
C -4.44791 0.22871 2.16028
C -5.53504 -0.07106 1.34673
C -6.54004 0.86297 1.16108
C -6.46459 2.10449 1.77033
C -5.37093 2.41826 2.55874
C -4.36487 1.49087 2.74678
C -3.63145 -2.54149 1.94239
C -4.86345 -3.03805 2.35513
C -5.23374 -4.33086 2.03125
C -4.37681 -5.14269 1.30484
C -3.14521 -4.65760 0.89538
C -2.77730 -3.35975 1.21081
H -3.97277 -1.55248 4.52790
H -3.01632 -0.06085 4.66833
H -2.19460 -1.62442 4.53711
H -5.59741 -1.03563 0.85993
H -7.38634 0.62977 0.52850
H -7.25035 2.83008 1.61627
H -5.29109 3.39425 3.01179
H -3.48985 1.76364 3.32031
H -5.53003 -2.41059 2.93301
H -6.19670 -4.70751 2.34508
H -4.67022 -6.15367 1.05666
H -2.47888 -5.28504 0.31818
H -1.81816 -2.96454 0.89534
*
```

frontier orbital gap (alpha / beta) = 5.21 / 5.35 eV
HOMO level (alpha / beta) = -0.15015 / -0.15258 Ha
lowest unoccupied orbital energy (alpha / beta) = 1.1 / 1.2 eV

Atom charges from the Löwdin analysis, given in e for atoms 1 to 2: Tl 0.6743; O -0.0847

---

# 3
Entry from the Open Molecules 2025 dataset: C17H20BrNO in the gas phase (ωB97M-V/def2-TZVPD).

```
! wB97M-V def2-TZVPD RIJCOSX def2/J DEFGRID3
* xyz 0 1
C 1.78434 0.23983 3.07869
N 1.14815 1.12390 2.12593
C 1.89132 2.35681 1.92987
C 1.62347 3.01494 0.57300
C 2.14978 2.24249 -0.64469
O 1.21489 1.32390 -1.16681
C 1.22674 0.01034 -0.84966
C 2.13088 -0.64674 -0.02585
C 2.00130 -2.00323 0.21672
C 0.98263 -2.73627 -0.36274
C 0.09239 -2.10837 -1.21726
C 0.22716 -0.75792 -1.45366
Br -0.96052 0.12472 -2.63870
C -0.24312 1.36706 2.50050
C -1.11594 0.19664 2.13529
C -1.72257 0.15146 0.88763
C -2.50872 -0.92578 0.52114
C -2.69327 -1.97906 1.39954
C -2.10708 -1.93690 2.65245
C -1.33034 -0.85225 3.02019
H 1.27814 -0.72337 3.05349
H 2.82653 0.08365 2.80591
H 1.75168 0.63408 4.10797
H 1.67128 3.09276 2.72427
H 2.95854 2.12488 1.99213
H 2.10612 3.99414 0.58156
H 0.55413 3.17256 0.42832
H 2.30817 2.95286 -1.46403
H 3.10613 1.76114 -0.42124
H 2.93540 -0.10295 0.43805
H 2.71017 -2.48928 0.87027
H 0.88129 -3.79113 -0.16193
H -0.70014 -2.66124 -1.69718
H -0.59652 2.24715 1.96057
H -0.32336 1.57733 3.58284
H -1.58649 0.97496 0.20225
H -2.98077 -0.93988 -0.45029
H -3.30236 -2.82429 1.11425
H -2.26075 -2.74803 3.34975
H -0.89920 -0.81659 4.01110
*
```

SMILES string = CN(CCCOc1ccccc1Br)Cc1ccccc1
frontier orbital gap = 9.10 eV
HOMO level = -0.30359 Ha
lowest unoccupied orbital energy = 0.8 eV

Atom charges from the Löwdin analysis, given in e for atoms 1 to 2: C -0.0948; N -0.2108